ORCA calculation (the ωB97M-V functional and the def2-TZVPD basis) on a 8-piece molecular cluster, C42H108N8O13 overall in a non-equilibrium geometry.

E_HOMO (alpha / beta): -0.375 / -0.375 hartree
E: -3080.3166 a.u.
2S+1: 2
Charge: +1
ΔE to the lowest compared entry with this formula, charge and spin: 126.7 kcal/mol
Maximum force: 4.9 eV/Å
LUMO (alpha / beta): -2.315 / -7.474 eV

Each line ends with the Mulliken charge.
Atoms and positions in Å:
C (-0.115, 0.142, -2.456)  -0.539
O (0.380, 0.330, -1.133)  -0.014
C (0.995, -0.856, -0.639)  0.121
C (0.820, -0.922, 0.863)  -0.302
N (-0.354, -0.235, 1.427)  0.075
C (-0.107, 0.648, 2.557)  -0.047
C (-1.045, 1.900, 2.378)  -1.348
O (-0.717, 2.876, 1.438)  -0.147
C (0.672, 3.236, 1.298)  -0.886
H (-0.468, 1.030, -2.981)  0.174
H (-0.918, -0.582, -2.594)  -0.142
H (0.681, -0.160, -3.137)  0.336
H (2.053, -0.885, -0.900)  0.393
H (0.403, -1.706, -0.979)  -0.319
H (1.747, -0.507, 1.260)  -0.328
H (0.870, -1.980, 1.119)  0.376
H (-0.664, 0.442, 0.745)  0.123
H (0.927, 0.972, 2.680)  0.062
H (-0.362, 0.241, 3.535)  0.346
H (-0.999, 2.344, 3.372)  0.427
H (-2.105, 1.733, 2.189)  0.352
H (1.290, 3.373, 2.185)  0.414
H (0.702, 4.121, 0.661)  0.362
H (1.138, 2.394, 0.786)  0.328
C (-1.377, 4.966, -3.104)  -0.619
O (-2.358, 5.039, -2.072)  -0.518
C (-2.344, 3.826, -1.279)  0.499
C (-3.250, 4.165, -0.087)  -0.308
N (-4.626, 4.369, -0.557)  -0.122
C (-5.561, 4.895, 0.502)  -0.683
C (-5.998, 3.653, 1.290)  -0.449
O (-6.624, 3.908, 2.504)  -0.408
C (-5.755, 4.150, 3.616)  -0.724
H (-1.492, 4.078, -3.726)  0.224
H (-0.386, 4.968, -2.651)  0.196
H (-1.337, 5.895, -3.672)  0.295
H (-1.339, 3.511, -0.998)  0.105
H (-2.737, 2.944, -1.784)  -0.105
H (-2.745, 5.042, 0.319)  0.250
H (-3.256, 3.460, 0.745)  -0.147
H (-4.452, 5.041, -1.291)  0.265
H (-6.525, 5.059, 0.019)  0.337
H (-5.165, 5.717, 1.099)  0.434
H (-5.149, 2.987, 1.447)  0.288
H (-6.585, 3.173, 0.507)  0.341
H (-6.023, 4.924, 4.335)  0.300
H (-4.725, 4.428, 3.395)  0.252
H (-5.693, 3.222, 4.184)  0.299
C (1.211, -2.753, 4.519)  -0.515
O (1.825, -3.284, 3.371)  -0.091
C (3.060, -3.829, 3.648)  -0.721
C (4.259, -2.831, 3.938)  -0.199
N (4.504, -1.981, 2.807)  -0.063
C (5.546, -0.866, 2.769)  -0.729
C (5.480, -0.297, 1.235)  0.174
O (6.129, -1.168, 0.258)  -0.485
C (5.647, -1.167, -1.063)  -0.433
H (0.177, -2.580, 4.219)  0.174
H (1.585, -1.878, 5.050)  0.026
H (1.088, -3.549, 5.253)  0.480
H (3.325, -4.305, 2.705)  0.299
H (2.964, -4.723, 4.264)  0.429
H (5.082, -3.345, 4.435)  0.329
H (4.015, -2.012, 4.614)  -0.094
H (5.009, -2.534, 2.129)  0.157
H (6.493, -1.338, 3.030)  0.419
H (5.305, -0.086, 3.491)  0.272
H (5.797, 0.729, 1.045)  0.458
H (4.468, -0.153, 0.857)  -0.294
H (4.762, -1.774, -0.871)  0.144
H (6.297, -1.717, -1.744)  0.217
H (5.582, -0.147, -1.440)  0.276
C (-1.451, -3.711, -2.402)  -0.695
O (-1.653, -3.998, -1.078)  -0.234
C (-2.590, -3.078, -0.519)  -0.277
C (-2.967, -3.400, 1.003)  -0.911
N (-3.565, -4.770, 1.213)  0.048
C (-2.726, -5.986, 0.992)  -0.285
C (-3.531, -7.287, 1.518)  -0.757
O (-4.598, -7.784, 0.698)  -0.354
C (-5.045, -9.182, 0.879)  -0.683
H (-1.275, -2.677, -2.698)  -0.012
H (-2.440, -3.792, -2.854)  0.453
H (-0.824, -4.405, -2.963)  0.390
H (-3.470, -2.978, -1.155)  0.555
H (-2.250, -2.044, -0.476)  0.272
H (-3.773, -2.770, 1.377)  0.356
H (-2.080, -3.415, 1.637)  0.397
H (-4.292, -4.832, 0.514)  0.335
H (-1.759, -5.858, 1.477)  0.420
H (-2.538, -6.124, -0.073)  0.278
H (-3.854, -7.327, 2.558)  0.465
H (-2.639, -7.909, 1.592)  0.389
H (-4.619, -9.934, 0.214)  0.262
H (-6.129, -9.076, 0.853)  0.268
H (-4.806, -9.442, 1.910)  0.329
C (-6.240, 3.031, -7.186)  -0.852
O (-5.272, 3.164, -6.111)  -0.362
C (-5.552, 2.330, -5.005)  -0.682
C (-4.424, 2.089, -3.996)  -0.548
N (-3.453, 1.141, -4.504)  -0.008
C (-3.885, -0.239, -4.547)  -0.600
C (-2.969, -1.191, -5.351)  -0.631
O (-3.178, -0.933, -6.746)  -0.331
C (-2.741, -1.923, -7.721)  -0.754
H (-6.049, 3.701, -8.025)  0.314
H (-7.283, 3.221, -6.934)  0.336
H (-6.233, 2.148, -7.826)  0.325
H (-5.872, 1.364, -5.394)  0.343
H (-6.415, 2.689, -4.444)  0.507
H (-4.868, 1.787, -3.048)  0.477
H (-3.915, 3.051, -3.931)  -0.029
H (-3.214, 1.523, -5.408)  0.296
H (-4.868, -0.311, -5.014)  0.344
H (-3.938, -0.550, -3.504)  0.313
H (-3.193, -2.216, -5.055)  0.431
H (-1.923, -1.034, -5.086)  0.320
H (-1.724, -2.111, -7.377)  0.265
H (-2.637, -1.405, -8.674)  0.269
H (-3.287, -2.866, -7.748)  0.276
C (4.351, 3.619, 1.041)  -0.917
C (4.015, 4.866, 0.156)  1.001
C (3.804, 6.169, 1.034)  -0.994
O (3.169, 5.801, 2.242)  -0.128
C (3.232, 6.678, 3.376)  -0.838
N (4.953, 5.018, -0.916)  -0.780
H (5.376, 3.709, 1.403)  0.412
H (4.118, 2.726, 0.461)  0.398
H (3.677, 3.517, 1.891)  -0.187
H (2.987, 4.710, -0.168)  -0.084
H (3.096, 6.811, 0.511)  0.328
H (4.751, 6.601, 1.359)  0.436
H (2.598, 7.535, 3.151)  0.293
H (4.303, 6.832, 3.513)  0.392
H (2.981, 6.272, 4.356)  0.175
H (5.137, 4.092, -1.274)  0.257
H (4.622, 5.510, -1.733)  0.280
C (2.817, 2.955, 5.058)  -0.610
C (2.156, 2.178, 6.157)  0.549
C (2.727, 0.765, 6.525)  -0.288
O (4.082, 0.516, 6.485)  -0.272
C (4.967, 1.174, 7.462)  -0.787
N (2.357, 3.131, 7.225)  -0.821
H (2.391, 3.950, 4.930)  0.377
H (2.750, 2.340, 4.160)  -0.247
H (3.880, 2.973, 5.294)  0.189
H (1.068, 2.238, 6.114)  0.256
H (2.233, 0.108, 5.809)  -0.480
H (2.450, 0.381, 7.507)  0.551
H (5.124, 2.207, 7.151)  0.219
H (5.981, 0.787, 7.561)  0.253
H (4.466, 1.106, 8.428)  0.358
H (1.935, 3.998, 6.927)  0.273
H (3.345, 3.289, 7.365)  0.310
C (2.250, -3.085, -4.657)  -1.286
C (2.565, -3.951, -3.439)  0.937
C (3.005, -5.368, -3.815)  -0.911
O (1.975, -6.125, -4.445)  -0.281
C (2.373, -7.331, -5.155)  -0.794
N (3.719, -3.375, -2.812)  -0.530
H (3.124, -2.786, -5.236)  0.414
H (1.849, -2.114, -4.367)  0.140
H (1.548, -3.534, -5.360)  0.356
H (1.735, -3.899, -2.735)  -0.266
H (3.276, -5.905, -2.906)  0.387
H (3.837, -5.382, -4.519)  0.390
H (3.113, -7.089, -5.918)  0.335
H (1.514, -7.673, -5.732)  0.241
H (2.746, -8.083, -4.459)  0.294
H (4.044, -3.987, -2.077)  0.312
H (4.506, -3.336, -3.444)  0.313